Record 1
41
Properties=species:S:1:pos:R:3:forces:R:3:lowdin_charge:R:1 method="wB97M-V/def2-TZVPD" orbital_gap_ev=6.02 spin_multiplicity=1 homo_energy_ev=-9.55
Rh 1.03957 0.39587 1.19082 -0.312 0.040 0.125 1.26
O 3.47406 -2.57638 -3.01707 0.010 0.013 -0.012 0.15
C 2.18512 -2.87630 -2.99351 -0.005 -0.019 0.028 -0.49
O 1.70436 -3.69059 -3.72957 0.001 0.005 -0.009 0.10
C 1.33425 -2.15664 -1.98467 -0.024 -0.007 0.023 -0.03
C -0.02639 -2.37307 -1.77523 0.034 -0.033 0.012 -0.52
Cl -0.97335 -3.49476 -2.60151 -0.019 0.023 -0.009 0.91
N -0.46841 -1.55563 -0.77471 -0.091 0.039 -0.046 0.02
N 0.57967 -0.81812 -0.36031 0.130 -0.031 -0.028 -0.01
C 1.65277 -1.17397 -1.05008 -0.012 0.053 -0.114 -0.11
C 2.90893 -0.46272 -0.66730 -0.118 0.123 -0.022 -0.49
O 3.97303 -0.66797 -1.19836 0.023 0.026 -0.060 0.14
O 2.75058 0.42935 0.29131 0.204 -0.252 0.386 -0.11
C -1.75579 -1.42435 -0.11258 0.011 -0.034 0.029 -0.16
C -2.87512 -2.13770 -0.52128 0.013 0.028 0.023 -0.03
C -4.07378 -1.98278 0.16012 -0.007 0.004 0.004 -0.05
C -4.18285 -1.12893 1.24179 -0.017 -0.002 -0.013 -0.06
C -3.07303 -0.40413 1.64009 0.034 -0.010 0.015 -0.06
C -1.87930 -0.55241 0.96470 0.123 -0.159 -0.046 -0.06
H 3.73935 -1.88150 -2.37176 -0.010 0.008 -0.001 0.07
H -2.85063 -2.80646 -1.35813 0.012 0.008 -0.015 0.04
H -4.93344 -2.54534 -0.17725 -0.001 0.004 -0.002 0.12
H -5.12547 -1.01291 1.75781 0.001 -0.001 0.003 0.11
H -3.13155 0.29987 2.45804 0.001 -0.004 0.008 0.12
H -1.06993 0.10081 1.25912 -0.038 0.148 0.111 0.05
B 1.65149 2.26069 5.43496 -0.004 -0.005 0.004 -0.40
C 1.53754 1.70536 3.98295 0.049 0.007 -0.090 -0.17
N 1.45773 1.28794 2.90330 0.088 0.058 -0.287 0.00
H 1.87617 1.30710 6.14315 0.001 0.000 -0.004 0.01
H 0.58448 2.77685 5.67524 0.003 0.004 -0.002 0.01
H 2.56216 3.05413 5.41079 -0.006 0.005 0.015 0.01
N 1.75956 2.67552 -1.23550 -0.012 -0.129 -0.068 0.21
C 0.52374 2.30536 -0.86946 0.092 0.055 0.090 -0.45
O 0.31909 2.00129 0.40582 -0.143 -0.097 -0.035 -0.15
C -0.54521 2.32548 -1.74426 0.064 0.076 -0.045 -0.19
C -0.32764 2.80075 -3.06695 -0.133 -0.159 -0.077 -0.21
N -0.09224 3.13902 -4.14228 0.067 0.081 0.040 0.17
C -1.83487 1.88461 -1.35084 0.024 0.023 0.079 -0.18
N -2.87422 1.50480 -1.03274 -0.020 0.011 -0.061 0.19
H 2.52057 2.57622 -0.58571 -0.019 0.061 0.037 0.12
H 1.95899 2.89163 -2.19892 0.007 0.036 0.015 0.12



Record 2
120
Properties=species:S:1:pos:R:3:forces:R:3:lowdin_charge:R:1 method="wB97M-V/def2-TZVPD" orbital_gap_ev=4.52 e_above_lowest_ev=4.325 spin_multiplicity=1 homo_energy_ev=-6.39
Zr 0.26524 -0.11000 -0.02268 -0.715 -0.576 0.822 1.60
N 2.60501 3.21840 2.74249 0.142 0.097 -0.472 0.10
C 2.21526 2.12710 2.04731 -1.061 -0.668 2.005 -0.88
S 1.55950 0.79796 2.83296 0.050 0.728 -0.645 0.77
N 2.51123 2.14760 0.73244 0.482 0.070 -1.679 0.06
N 1.87179 1.49882 -0.15321 1.096 0.188 1.531 -0.05
C 2.75309 1.01148 -1.10787 0.569 -0.250 -1.505 -0.19
C 2.22139 -1.57795 -1.84984 -0.036 -0.417 -0.024 -0.20
C 2.91686 -2.29183 -2.81942 -0.072 -0.042 0.037 0.01
C 2.21410 -3.10810 -3.68809 -0.101 0.010 0.090 -0.03
C 0.83587 -3.20896 -3.56083 0.165 0.001 -0.067 -0.03
C 0.22380 -2.50444 -2.54468 -0.361 0.093 0.059 -0.11
N 0.89555 -1.72601 -1.70157 0.504 0.004 0.140 0.02
H 2.63199 3.13760 3.74421 -0.074 0.055 -0.002 0.09
H 3.21619 3.88308 2.29490 -0.039 0.026 -0.002 0.11
H 3.74904 1.39175 -0.91606 -0.044 -0.008 0.028 0.13
H 3.98833 -2.22571 -2.88764 0.045 0.084 0.039 0.11
H 2.74048 -3.67420 -4.44540 0.000 0.014 -0.018 0.11
H 0.25252 -3.83265 -4.22291 -0.041 -0.009 0.035 0.11
H -0.84664 -2.56779 -2.38461 0.019 0.025 0.010 0.11
O 2.14231 -0.96696 0.39174 0.377 -0.287 0.403 -0.35
C 2.85072 -0.75538 -0.71560 0.645 0.277 -0.332 -0.42
C 4.34846 -0.86960 -0.68661 -0.189 0.007 0.151 -0.03
C 5.15601 -0.41550 -1.66448 -0.087 -0.004 -0.092 -0.12
C 4.81623 0.21894 -2.94057 0.173 0.038 -0.023 -0.12
C 3.63640 0.75201 -3.36144 -0.179 -0.061 0.159 -0.07
C 2.47693 0.95867 -2.54335 -0.377 0.596 -0.425 -0.24
C 1.17413 0.87039 -3.00393 0.342 0.214 0.220 -0.10
N 0.16592 0.72411 -2.15625 -0.171 -0.163 0.222 -0.14
N -1.06444 0.49056 -2.75630 -0.409 -0.119 -0.060 0.08
C -1.86408 -0.20115 -2.00291 0.499 0.320 -1.208 -0.52
O -1.55132 -0.64210 -0.81454 -0.616 0.044 -0.379 -0.29
C -3.17548 -0.58906 -2.57587 -0.185 -0.181 0.217 -0.15
C -4.12927 -1.17476 -1.74501 0.094 0.058 0.041 -0.03
C -5.32716 -1.63864 -2.26593 -0.082 0.000 -0.056 -0.08
C -5.58454 -1.52002 -3.62395 -0.033 0.030 0.029 -0.09
C -4.65262 -0.90498 -4.45111 -0.007 0.004 -0.011 -0.09
C -3.45441 -0.44289 -3.93425 0.033 0.033 -0.010 -0.03
H 4.75946 -1.31034 0.21434 0.002 0.008 0.017 0.12
H 6.21877 -0.58382 -1.52394 -0.001 -0.018 0.024 0.10
H 5.62352 0.19953 -3.66459 0.005 0.065 0.015 0.09
H 3.54760 1.03595 -4.40600 0.039 -0.090 -0.040 0.11
H 0.97549 0.81832 -4.07228 -0.113 0.070 0.018 0.13
H -3.91261 -1.26073 -0.68807 0.012 -0.030 -0.011 0.10
H -6.06183 -2.09274 -1.61295 0.016 -0.018 0.005 0.10
H -6.50906 -1.90034 -4.03927 -0.018 0.026 0.016 0.10
H -4.86207 -0.78959 -5.50705 0.019 -0.024 -0.006 0.10
H -2.71786 0.02490 -4.57248 0.023 -0.006 0.011 0.11
Cl -7.41134 5.73608 4.70156 -0.111 -0.001 0.056 0.70
C -5.76308 5.69470 4.19072 0.240 0.031 -0.052 -0.67
C -5.36680 4.80266 3.20957 -0.079 -0.068 -0.038 -0.10
C -4.04253 4.77893 2.80988 -0.026 0.132 -0.003 -0.03
C -3.09107 5.63093 3.36463 0.007 0.241 0.040 -0.20
C -1.64318 5.61417 2.92064 -0.316 -0.056 -0.289 -0.28
C -1.48048 5.52423 1.37943 0.360 0.015 0.221 -0.04
N -1.56792 4.22255 0.72819 0.117 -0.274 0.412 -0.06
C -2.52098 3.83485 -0.17959 -0.131 -0.029 0.013 -0.07
C -2.17786 2.58433 -0.58238 -0.032 -0.240 -0.401 -0.10
N -1.00840 2.19354 0.02044 0.275 0.285 0.835 0.02
C -0.68333 3.19205 0.82491 -0.375 0.212 -0.460 -0.13
O -0.83950 4.66938 3.59866 0.031 -0.252 -0.125 -0.11
C -1.50886 3.60375 4.26973 0.141 -0.110 0.110 -0.14
C -2.12122 4.00795 5.58235 0.168 0.036 0.073 -0.32
C -1.44140 4.63409 6.58494 -0.341 -0.076 0.118 -0.99
Cl 0.20366 5.10048 6.56419 0.120 0.044 0.058 0.67
S -2.42375 4.93222 7.97221 0.116 -0.092 -0.282 0.99
C -3.77169 4.19052 7.20860 0.035 0.046 0.152 -0.40
C -3.47176 3.75644 5.96034 0.011 -0.171 0.052 -0.15
C -3.52284 6.50777 4.36326 -0.181 -0.099 -0.221 -0.57
Cl -2.41411 7.57472 5.15520 0.056 0.102 0.043 0.77
C -4.84499 6.54903 4.77524 -0.057 0.085 0.010 -0.13
H -6.08689 4.13034 2.76521 -0.030 -0.007 -0.007 0.11
H -3.74772 4.06795 2.05098 0.026 -0.027 -0.042 0.10
H -1.21570 6.58547 3.17504 -0.045 0.044 -0.078 0.11
H -0.49909 5.93219 1.13269 -0.040 0.064 0.021 0.13
H -2.24162 6.17140 0.94648 0.074 0.001 -0.167 0.14
H -3.33391 4.47960 -0.46543 -0.008 -0.007 0.010 0.12
H -2.67612 1.96107 -1.30462 -0.004 0.068 0.032 0.10
H 0.16222 3.24626 1.47922 0.097 -0.005 0.165 0.10
H -0.73159 2.86582 4.45069 0.135 -0.136 -0.071 0.13
H -2.26510 3.13407 3.63743 0.036 -0.064 -0.012 0.12
H -4.71174 4.12282 7.73269 -0.010 -0.004 -0.036 0.07
H -4.18343 3.27221 5.30639 -0.019 -0.048 0.007 0.11
H -5.15091 7.23926 5.54824 0.005 -0.011 0.012 0.11
N -7.41913 -0.09265 6.67862 0.042 0.025 -0.015 0.15
C -6.50500 -0.05918 5.98148 -0.278 0.003 0.228 -0.19
C -5.37699 -0.02795 5.10691 0.310 -0.009 -0.276 -0.24
C -4.19064 -0.67117 5.46665 -0.138 0.066 0.039 -0.02
C -3.11370 -0.66230 4.60495 0.053 0.070 -0.042 -0.02
C -3.19362 -0.01547 3.36426 -0.131 0.043 0.100 -0.24
C -4.38684 0.63252 3.01645 0.038 0.003 0.005 -0.03
C -5.46656 0.62814 3.87663 -0.039 -0.031 0.114 -0.03
C -2.08549 -0.02041 2.47223 0.330 0.007 0.115 -0.13
C -1.10783 -0.04622 1.74428 -0.672 -0.063 0.294 -0.24
H -4.12385 -1.16981 6.42432 -0.006 -0.011 -0.007 0.12
H -2.18771 -1.14840 4.88304 -0.002 -0.004 0.000 0.11
H -4.45233 1.12880 2.05587 0.015 -0.011 -0.003 0.11
H -6.39065 1.12237 3.60658 -0.002 -0.003 -0.017 0.12
C -2.64278 -4.59835 1.00162 0.079 0.100 -0.025 -0.14
C -2.06340 -3.27419 0.50985 0.154 0.075 -0.028 -0.40
P -0.32741 -2.83870 1.00758 -0.695 -0.764 0.364 0.99
C 0.55121 -4.39556 0.48728 0.309 0.481 -0.110 -0.38
C 2.06728 -4.31377 0.69084 -0.062 -0.018 -0.053 -0.14
C -0.51292 -3.15042 2.83078 0.338 0.341 -0.072 -0.39
C 0.63235 -2.60772 3.68251 -0.086 -0.074 -0.032 -0.15
H -3.66239 -4.70868 0.62878 -0.009 -0.036 0.015 0.07
H -2.68303 -4.64017 2.08951 -0.012 -0.049 0.010 0.06
H -2.06633 -5.45119 0.64301 -0.017 -0.037 0.022 0.06
H -2.67081 -2.44166 0.87295 0.027 0.050 -0.086 0.06
H -2.10288 -3.23839 -0.58123 -0.024 0.091 0.019 0.06
H 0.33066 -4.54076 -0.57435 -0.036 -0.022 0.019 0.07
H 0.14817 -5.24710 1.03635 -0.132 0.018 -0.043 0.07
H 2.45624 -3.36633 0.32055 0.042 -0.032 0.019 0.04
H 2.57410 -5.12778 0.16986 0.006 -0.020 0.035 0.07
H 2.32111 -4.38312 1.74868 0.042 0.011 0.004 0.06
H -0.62894 -4.22259 2.99688 -0.086 -0.008 -0.051 0.08
H -1.44072 -2.65094 3.11793 -0.034 -0.068 -0.032 0.05
H 1.56474 -3.13668 3.48604 0.036 0.039 0.008 0.06
H 0.40199 -2.71593 4.74431 0.041 0.001 0.014 0.07
H 0.79223 -1.55316 3.47194 0.012 -0.010 0.037 -0.02



Record 3
52
Properties=species:S:1:pos:R:3:forces:R:3:lowdin_charge:R:1 method="wB97M-V/def2-TZVPD" orbital_gap_ev="4.86 / 6.13" spin_multiplicity=2 homo_energy_ev="-13.94 / -13.95" total_charge=+2
Mn -2.97438 -0.67131 -0.78047 0.874 -0.033 0.012 0.58
O 0.57557 0.61760 2.94451 -0.056 -0.021 -0.121 0.07
C -0.46444 1.46385 3.07957 0.064 -0.072 0.020 -0.25
C -0.28400 2.55256 3.92492 0.029 0.039 0.049 0.01
C -1.31311 3.44575 4.12685 -0.038 0.074 0.027 -0.02
C -2.55038 3.29000 3.48955 0.034 -0.009 0.023 -0.05
C -2.73246 2.23658 2.63281 0.016 -0.016 -0.014 0.00
C -1.69291 1.30961 2.40344 -0.082 0.014 -0.011 -0.09
C -1.88791 0.25378 1.44988 -0.273 0.134 -0.312 -0.33
O -2.99074 0.30457 0.64985 -0.037 0.216 0.804 -0.16
N -1.05299 -0.71841 1.24207 0.006 -0.175 -0.274 0.10
N -1.50324 -1.47397 0.16240 -0.263 0.430 0.002 -0.06
C -1.08669 -2.68978 0.04612 0.159 -0.241 0.010 0.02
C -1.59399 -3.63094 -0.90313 0.185 0.079 0.137 -0.13
C -0.99499 -4.89088 -1.03385 0.044 -0.066 0.006 0.01
C -1.50098 -5.80284 -1.93323 -0.038 -0.014 -0.020 -0.02
C -2.61884 -5.47414 -2.70480 -0.004 -0.003 -0.029 0.00
C -3.25076 -4.24828 -2.57084 -0.075 -0.189 -0.119 0.03
C -2.73511 -3.34631 -1.66452 -0.159 0.618 0.107 -0.25
O -3.36288 -2.14772 -1.49157 -0.369 -0.755 -0.271 -0.16
H 0.30204 -0.17247 2.44849 0.023 0.012 0.035 0.07
H 0.66737 2.66053 4.43008 -0.044 -0.013 -0.008 0.13
H -1.16207 4.27911 4.80173 -0.007 -0.026 -0.016 0.12
H -3.35229 3.98907 3.67844 0.009 -0.002 -0.017 0.12
H -3.67885 2.09691 2.12870 0.014 0.007 0.005 0.12
H -0.32604 -3.00458 0.75691 -0.008 -0.012 -0.021 0.16
H -0.13605 -5.13846 -0.42194 -0.015 0.007 -0.020 0.13
H -1.04274 -6.77702 -2.03399 0.000 0.029 -0.020 0.13
H -3.01055 -6.19243 -3.41310 -0.003 -0.005 0.030 0.13
H -4.13333 -3.99455 -3.14197 0.012 -0.016 0.008 0.14
C 4.00537 1.21092 -1.94430 0.022 0.063 -0.032 -0.22
Ge 3.05401 1.30817 -0.24386 -0.034 0.013 -0.113 0.79
C 3.30096 -0.30512 0.79332 0.036 -0.097 0.011 -0.20
C 3.40333 2.94706 0.71437 0.045 0.073 0.071 -0.19
C 1.05294 1.41373 -0.62346 -0.076 0.138 -0.029 -0.53
Se 0.58283 0.60477 -2.30097 0.007 -0.216 0.178 0.75
C 0.95025 2.09834 -3.48168 0.006 0.039 -0.066 -0.32
H 4.97939 0.75110 -1.77412 -0.010 0.023 0.012 0.04
H 4.17972 2.20737 -2.35304 -0.007 -0.035 -0.033 0.03
H 3.49625 0.60028 -2.69184 0.044 -0.038 -0.023 0.01
H 4.36891 -0.51364 0.86892 -0.030 -0.034 0.023 0.04
H 2.82511 -1.16525 0.31730 0.020 0.012 0.030 0.02
H 2.90499 -0.17453 1.79866 -0.032 -0.031 0.025 0.02
H 4.47526 3.04349 0.89187 -0.033 0.020 0.021 0.04
H 2.89163 2.94490 1.67705 0.012 0.024 -0.019 0.03
H 3.07321 3.80901 0.13355 0.025 0.001 0.034 0.03
H 0.69070 2.44210 -0.62829 -0.026 -0.017 -0.015 0.05
H 0.52725 0.84645 0.14223 -0.004 -0.025 0.042 -0.01
H 1.98066 2.37576 -3.27248 -0.002 0.020 -0.042 0.03
H 0.27062 2.91589 -3.25634 0.025 0.017 0.019 0.05
H 0.84474 1.75760 -4.50831 -0.008 -0.008 0.012 0.06
Te -1.97039 0.75575 -2.56151 0.023 0.070 -0.110 0.90



Copy entry 1 word for word.
41
Properties=species:S:1:pos:R:3:forces:R:3:lowdin_charge:R:1 method="wB97M-V/def2-TZVPD" orbital_gap_ev=6.02 spin_multiplicity=1 homo_energy_ev=-9.55
Rh 1.03957 0.39587 1.19082 -0.312 0.040 0.125 1.26
O 3.47406 -2.57638 -3.01707 0.010 0.013 -0.012 0.15
C 2.18512 -2.87630 -2.99351 -0.005 -0.019 0.028 -0.49
O 1.70436 -3.69059 -3.72957 0.001 0.005 -0.009 0.10
C 1.33425 -2.15664 -1.98467 -0.024 -0.007 0.023 -0.03
C -0.02639 -2.37307 -1.77523 0.034 -0.033 0.012 -0.52
Cl -0.97335 -3.49476 -2.60151 -0.019 0.023 -0.009 0.91
N -0.46841 -1.55563 -0.77471 -0.091 0.039 -0.046 0.02
N 0.57967 -0.81812 -0.36031 0.130 -0.031 -0.028 -0.01
C 1.65277 -1.17397 -1.05008 -0.012 0.053 -0.114 -0.11
C 2.90893 -0.46272 -0.66730 -0.118 0.123 -0.022 -0.49
O 3.97303 -0.66797 -1.19836 0.023 0.026 -0.060 0.14
O 2.75058 0.42935 0.29131 0.204 -0.252 0.386 -0.11
C -1.75579 -1.42435 -0.11258 0.011 -0.034 0.029 -0.16
C -2.87512 -2.13770 -0.52128 0.013 0.028 0.023 -0.03
C -4.07378 -1.98278 0.16012 -0.007 0.004 0.004 -0.05
C -4.18285 -1.12893 1.24179 -0.017 -0.002 -0.013 -0.06
C -3.07303 -0.40413 1.64009 0.034 -0.010 0.015 -0.06
C -1.87930 -0.55241 0.96470 0.123 -0.159 -0.046 -0.06
H 3.73935 -1.88150 -2.37176 -0.010 0.008 -0.001 0.07
H -2.85063 -2.80646 -1.35813 0.012 0.008 -0.015 0.04
H -4.93344 -2.54534 -0.17725 -0.001 0.004 -0.002 0.12
H -5.12547 -1.01291 1.75781 0.001 -0.001 0.003 0.11
H -3.13155 0.29987 2.45804 0.001 -0.004 0.008 0.12
H -1.06993 0.10081 1.25912 -0.038 0.148 0.111 0.05
B 1.65149 2.26069 5.43496 -0.004 -0.005 0.004 -0.40
C 1.53754 1.70536 3.98295 0.049 0.007 -0.090 -0.17
N 1.45773 1.28794 2.90330 0.088 0.058 -0.287 0.00
H 1.87617 1.30710 6.14315 0.001 0.000 -0.004 0.01
H 0.58448 2.77685 5.67524 0.003 0.004 -0.002 0.01
H 2.56216 3.05413 5.41079 -0.006 0.005 0.015 0.01
N 1.75956 2.67552 -1.23550 -0.012 -0.129 -0.068 0.21
C 0.52374 2.30536 -0.86946 0.092 0.055 0.090 -0.45
O 0.31909 2.00129 0.40582 -0.143 -0.097 -0.035 -0.15
C -0.54521 2.32548 -1.74426 0.064 0.076 -0.045 -0.19
C -0.32764 2.80075 -3.06695 -0.133 -0.159 -0.077 -0.21
N -0.09224 3.13902 -4.14228 0.067 0.081 0.040 0.17
C -1.83487 1.88461 -1.35084 0.024 0.023 0.079 -0.18
N -2.87422 1.50480 -1.03274 -0.020 0.011 -0.061 0.19
H 2.52057 2.57622 -0.58571 -0.019 0.061 0.037 0.12
H 1.95899 2.89163 -2.19892 0.007 0.036 0.015 0.12